The molecule C2HF4NO in a non-equilibrium geometry. Source: the Open Molecules 2025 dataset; level of theory: the ωB97M-V functional and the def2-TZVPD basis.

The geometry in XYZ format:
```
9
Properties=species:S:1:pos:R:3:forces:R:3
C -0.357153 -0.549059 1.255482 -0.1 -0.8 0.5
C 0.494891 0.294161 -0.826742 -0.9 2.3 1.0
N -0.719777 -0.001333 0.018458 4.6 1.2 -4.2
O -1.772514 0.289158 -0.618220 -1.9 -0.9 1.9
F 0.929768 -0.874523 1.402002 -1.2 0.2 0.0
F 1.243020 1.294487 -0.243224 -0.1 -1.3 0.1
F 1.262173 -0.763577 -1.052987 -0.3 0.5 -0.4
F 0.011698 0.874286 -1.905969 0.8 -0.9 -0.9
H -1.092105 -0.563600 1.971199 -0.8 -0.3 2.2
```
Forces are in eV/Å.

The energy above the lowest of the compared OMol25 structures with the same formula, charge and spin is 22.7 kcal/mol. The spin multiplicity is 3. As for the net charge: 0. As for the highest occupied orbital energy (alpha / beta): -7.6 / -11.5 eV. The value obtained for the LUMO energy (alpha / beta) is 0.03439 / -0.07298 hartree. Its molar mass is 131.028 g/mol. The gap between HOMO and LUMO (alpha / beta) comes out at 8.6 / 9.5 eV. As for the expectation value of S²: 2.01. The maximum force is 6.34 eV/Å.